[1]
This record from the Open Molecules 2025 dataset describes C4H6N2 in the gas phase. The level of theory is wB97M-V/def2-TZVPD.

LUMO   0.023 Ha
Spin multiplicity   1
Charge   0
HOMO   -7.355 eV
Strongest force on any atom   1.19 eV Å⁻¹
Energy above the lowest of the compared OMol25 structures with the same formula, charge and spin   3.4696 eV
Calculated total energy   -7222.121 eV

The geometry in XYZ format:
```
12
C4H6N2 wB97M-V/def2-TZVPD
N 2.77 1.43 -0.28
C 1.93 0.65 -0.16
C 0.98 -0.46 -0.04
N -0.44 -0.07 0.09
C -1.31 -1.09 0.02
C -0.82 1.21 0.18
H 1.03 -1.04 -0.96
H 1.27 -1.11 0.79
H -2.31 -0.92 0.38
H -1.04 -1.96 -0.56
H -1.81 1.43 -0.20
H -0.24 1.93 0.74
```

Mulliken analysis output, partial charges in e: -0.3610 0.0511 -0.2837 0.0513 -0.5258 -0.5960 0.2857 0.3524 0.2976 0.1839 0.2963 0.2482

***

[2]
This record from the Open Molecules 2025 dataset describes a molecular structure, C20H43OP3STb. The level of theory is wB97M-V/def2-TZVPD.

LUMO (spin up / spin down)   -0.382 / -0.370 Ha
Spin multiplicity   7
Charge   +3
HOMO (spin up / spin down)   -15.645 / -15.645 eV
Strongest force on any atom   2.45 eV Å⁻¹
Calculated total energy   -84595.875 eV
Expectation value of S²   12.698

The geometry in XYZ format:
```
69
C20H43OP3STb wB97M-V/def2-TZVPD
Tb 0.12 -0.40 0.67
P -2.66 -1.09 -0.03
P 1.33 -2.57 -0.56
P -0.38 0.31 -2.04
H 0.85 0.68 3.17
C 0.25 1.51 2.74
C -1.09 1.40 2.53
H -1.75 0.70 3.06
C -3.67 -1.83 1.31
C -3.00 -2.39 -1.30
C -3.90 0.16 -0.59
C 3.15 -2.35 -0.59
C 1.25 -4.15 0.34
C 1.03 -3.18 -2.26
C -1.11 1.99 -2.00
C -1.22 -0.33 -3.54
C 1.29 0.61 -2.75
H 0.81 2.42 2.51
H -1.61 2.05 1.82
H -3.51 -1.30 2.26
H -3.42 -2.89 1.48
H -4.74 -1.77 1.07
H -2.62 -3.35 -0.95
H -2.50 -2.16 -2.25
H -4.08 -2.48 -1.49
H -3.84 1.04 0.05
H -4.92 -0.25 -0.52
H -3.73 0.48 -1.63
H 3.62 -3.22 -1.08
H 3.52 -2.26 0.44
H 3.41 -1.44 -1.15
H 1.96 -4.87 -0.11
H 0.25 -4.58 0.29
H 1.53 -4.01 1.39
H 1.66 -4.07 -2.43
H 1.29 -2.42 -3.01
H -0.02 -3.45 -2.39
H -0.71 2.54 -2.85
H -0.84 2.53 -1.08
H -2.21 1.94 -2.08
H -0.95 0.32 -4.38
H -2.31 -0.33 -3.43
H -0.87 -1.35 -3.76
H 1.24 1.55 -3.32
H 1.57 -0.21 -3.42
H 2.05 0.72 -1.97
C 2.61 4.56 -0.06
C 3.88 4.69 -0.68
C 4.48 5.95 -0.87
C 3.86 7.11 -0.40
C 2.65 6.99 0.30
C 2.04 5.74 0.46
S 1.73 3.03 -0.14
H 2.08 2.24 0.95
H 4.38 3.80 -1.04
H 5.45 6.00 -1.38
H 4.31 8.09 -0.59
H 2.19 7.91 0.68
H 1.11 5.67 1.03
C -1.33 -2.12 4.44
C -0.89 -2.60 3.11
C -1.03 -4.05 2.88
O -0.40 -1.82 2.22
H -0.84 -2.73 5.22
H -2.41 -2.30 4.55
H -1.12 -1.06 4.63
H -1.55 -4.27 1.94
H -0.07 -4.58 2.88
H -1.63 -4.49 3.69
```

Mulliken analysis output, partial charges in e: 0.2108 1.1378 0.8202 0.9908 0.4635 -0.7655 -0.5725 0.2869 -1.2407 -1.2719 -1.2991 -1.2870 -1.1828 -1.2084 -1.0890 -1.5571 -1.2598 0.5833 0.3616 0.3151 0.3253 0.5141 0.3648 0.2253 0.4496 0.3863 0.4871 0.3579 0.4204 0.4461 0.3372 0.5394 0.3666 0.2802 0.5317 0.2979 0.3080 0.5010 0.2020 0.3517 0.4869 0.4340 0.3440 0.5022 0.4114 0.2566 0.2431 -0.3143 -0.5706 -0.4003 -0.6312 -0.2613 -0.0173 0.0340 0.3780 0.3812 0.3997 0.3743 0.3479 -1.3041 0.8722 -1.1868 -0.1788 0.4467 0.4214 0.3045 0.2831 0.3955 0.4191

***

[3]
This record from the Open Molecules 2025 dataset describes CH5N3 in the gas phase. The level of theory is wB97M-V/def2-TZVPD.

LUMO   0.039 Ha
Spin multiplicity   1
Charge   0
HOMO   -9.392 eV
Strongest force on any atom   1.11 eV Å⁻¹
Energy above the lowest of the compared OMol25 structures with the same formula, charge and spin   1.9031 eV
SMILES   [H]/N=C\NN
Calculated total energy   -5587.073 eV

The geometry in XYZ format:
```
9
CH5N3 wB97M-V/def2-TZVPD
H -1.12 -0.44 2.04
N -1.63 -0.03 1.25
C -0.85 0.01 0.24
N 0.47 -0.36 0.12
N 1.27 0.13 -0.97
H -1.29 0.37 -0.71
H 1.05 -0.47 0.96
H 1.16 1.15 -1.08
H 0.95 -0.35 -1.83
```

Mulliken analysis output, partial charges in e: 0.2039 -0.5770 0.0328 -0.1640 -0.5697 0.3203 0.2432 0.2483 0.2622

***

[4]
This record from the Open Molecules 2025 dataset describes a molecular structure, C22H49AsF9O13V. The level of theory is wB97M-V/def2-TZVPD.

LUMO (spin up / spin down)   0.077 / 0.077 Ha
Spin multiplicity   2
Charge   -1
HOMO (spin up / spin down)   -5.305 / -5.491 eV
Strongest force on any atom   3.77 eV Å⁻¹
Calculated total energy   -161211.297 eV
Expectation value of S²   0.768

The geometry in XYZ format:
```
95
C22H49AsF9O13V wB97M-V/def2-TZVPD
O 35.66 16.81 3.18
V 34.50 16.50 4.20
As 37.27 17.69 6.74
F 35.94 17.52 5.58
F 36.83 16.26 7.57
F 38.64 17.89 7.79
F 37.59 19.24 6.00
F 36.22 18.56 7.83
F 38.26 16.82 5.62
O 35.37 14.94 4.99
H 35.84 14.23 4.54
C 32.87 17.08 7.06
O 33.42 16.67 8.29
O 33.43 16.42 6.08
C 31.31 17.01 7.08
F 30.76 18.23 7.28
F 30.75 16.50 5.96
F 30.84 16.21 8.07
C 33.16 17.51 9.39
C 34.07 17.01 10.51
H 33.56 16.17 11.00
H 35.05 16.73 10.12
H 34.19 17.80 11.26
H 32.12 17.46 9.73
H 33.38 18.55 9.15
H 33.09 18.17 6.94
C 34.92 13.79 1.91
O 34.03 14.78 2.40
C 32.69 14.35 2.37
C 31.83 15.58 2.52
O 32.45 16.60 3.27
C 31.89 17.88 3.02
C 32.45 18.79 4.07
O 33.86 18.70 4.11
C 34.43 19.73 4.90
H 34.82 12.92 2.58
H 35.91 14.20 2.06
H 34.71 13.54 0.87
H 32.48 13.61 3.16
H 32.50 13.87 1.41
H 30.85 15.34 2.95
H 31.57 15.95 1.51
H 30.81 17.81 3.18
H 32.03 18.18 1.98
H 31.99 18.48 5.02
H 32.15 19.85 4.04
H 34.17 20.72 4.50
H 35.50 19.60 4.91
H 33.95 19.73 5.88
C 38.09 18.30 2.22
O 37.36 19.43 2.68
C 38.17 20.56 2.93
C 37.34 21.73 3.40
O 36.34 22.07 2.48
C 35.56 23.17 2.82
C 36.27 24.43 3.30
O 37.05 24.91 2.23
C 37.69 26.11 2.56
H 38.69 17.99 3.08
H 38.80 18.61 1.43
H 37.36 17.64 1.77
H 38.72 20.85 2.02
H 38.79 20.28 3.79
H 38.03 22.55 3.62
H 36.96 21.46 4.40
H 34.87 22.87 3.63
H 34.90 23.45 2.00
H 36.90 24.16 4.16
H 35.57 25.20 3.66
H 38.25 26.48 1.69
H 38.42 25.97 3.37
H 36.97 26.91 2.75
C 28.94 13.02 1.67
O 30.14 12.80 0.97
C 30.04 12.80 -0.41
C 31.34 13.16 -1.08
O 31.61 14.52 -0.86
C 32.54 15.05 -1.77
C 32.58 16.56 -1.65
O 32.98 17.03 -0.40
C 34.39 17.14 -0.24
H 28.21 12.21 1.55
H 28.43 13.90 1.25
H 29.23 13.33 2.67
H 29.30 13.53 -0.79
H 29.65 11.86 -0.84
H 31.24 12.98 -2.15
H 32.10 12.50 -0.65
H 32.29 14.81 -2.81
H 33.53 14.61 -1.58
H 31.55 16.89 -1.81
H 33.21 16.95 -2.46
H 34.77 17.76 -1.06
H 34.89 16.17 -0.34
H 34.61 17.55 0.74
```

Mulliken analysis output, partial charges in e: 0.0451 0.4303 2.1751 -0.1769 -0.4797 -0.5313 -0.4768 -0.4960 -0.4826 -0.6060 0.0434 0.5810 -0.2523 -0.6703 0.6813 -0.3251 -0.1810 -0.3417 -0.2126 -1.3194 0.3446 0.2758 0.3756 0.2610 0.2894 -0.2914 -1.1439 0.2398 -0.3826 -0.4424 0.6437 -0.6447 -0.4023 0.0081 -0.0573 0.3487 0.1508 0.2242 0.4070 -0.1684 0.2963 0.3636 0.4190 0.2353 -0.2405 0.6266 -0.1704 -0.2452 0.3799 -0.6703 -0.0066 -0.9500 -0.2565 -0.2902 -0.4576 -0.6598 -0.2832 -0.7957 0.3275 0.3975 -0.1314 0.4589 0.2850 0.2738 0.4385 0.2123 0.3666 0.3552 0.5038 0.2557 0.3111 0.3116 -0.8615 -0.2158 -0.6904 -0.6577 -0.0286 -0.5882 -0.7793 -0.1887 -0.5499 0.3230 0.3710 0.2708 0.3484 0.3764 0.5533 0.2023 0.4575 0.2436 0.3105 0.4406 0.4478 0.2440 -0.1301